a.
Here is the ion C5H4ClO2 with charge -1 from the OMol25 dataset. Energies are from wB97M-V/def2-TZVPD.

Positions of all 12 atoms, in Å:
C -0.462 0.565 1.002
C -1.249 1.077 1.923
C -1.285 0.497 3.369
C -0.129 0.837 -0.390
C 0.229 -0.497 0.318
O -1.241 -0.710 3.495
O -1.227 1.350 4.255
Cl -1.824 2.722 1.757
H -0.991 0.958 -0.998
H 0.618 1.571 -0.497
H 1.274 -0.831 0.717
H -0.374 -1.413 0.169

Its total charge is -1. The multiplicity is 1. The HOMO-LUMO gap is 7.79 eV. As for the SMILES: O=C([O-])C(Cl)=C1CC1.

b.
Here is a cluster of 2 separate species, C5H4ClO2 in total from the OMol25 dataset. Energies are from wB97M-V/def2-TZVPD.

Positions of all 12 atoms, in Å:
C -0.715 -1.051 -0.818
C -1.367 -1.907 -1.535
C -3.675 -2.495 -0.386
C 0.319 -0.081 -0.483
C -0.834 -0.460 0.529
O -3.150 -3.018 0.485
O -4.334 -1.937 -1.171
Cl -0.815 -2.158 -3.226
H 1.347 -0.280 -0.388
H 0.257 0.916 -0.896
H -1.572 0.369 0.378
H -0.805 -1.032 1.412

Its total charge is -1. The multiplicity is 1. The HOMO-LUMO gap is 6.45 eV.

Relative energy of each structure, in kcal/mol: a 0.0; b 29.8.

a.
Here is an isolated molecule of C2H3N3OS2 from the OMol25 dataset. Energies are from wB97M-V/def2-TZVPD.

Positions of all 11 atoms, in Å:
C 0.330 -0.147 0.195
C 0.357 0.112 -1.912
H 0.495 -2.250 2.885
H 0.437 0.024 -2.968
H -2.140 1.246 0.700
N 0.282 -0.619 1.369
N 0.625 -0.770 -1.025
N 0.068 1.233 -0.065
O -0.059 1.317 -1.493
S 0.695 -2.265 1.538
S -1.089 2.118 0.777

The multiplicity is 1. The HOMO-LUMO gap is 8.71 eV. As for the SMILES: S/N=c1\ncon1S.

b.
Here is an isolated molecule of C2H3N3OS2 from the OMol25 dataset. Energies are from wB97M-V/def2-TZVPD.

Positions of all 11 atoms, in Å:
C 2.558 -0.274 0.681
C -0.489 0.983 -0.412
N 2.659 -0.734 1.730
N -1.832 0.671 -0.352
N 0.301 -0.165 -0.676
O 0.018 2.074 -0.231
S -0.365 -1.781 -0.764
S 2.067 0.032 -0.899
H -2.048 -0.215 0.053
H -2.327 1.400 0.208
H -0.544 -1.991 0.663

The multiplicity is 1. The HOMO-LUMO gap is 9.54 eV. As for the SMILES: N#CSN(S)C(N)=O.

Relative energy of each structure, in kcal/mol: a 36.2; b 0.0.

a.
Here is an isolated molecule of C2H5ClN2S from the OMol25 dataset. Energies are from wB97M-V/def2-TZVPD.

Positions of all 11 atoms, in Å:
C 2.267 -0.161 -0.257
C -1.145 0.677 1.528
N 1.915 -1.326 -0.454
N 1.320 0.889 -0.030
S -0.451 1.389 0.010
Cl 3.962 0.389 0.249
H -1.492 1.449 2.266
H -0.646 -0.159 2.010
H -2.169 0.291 1.276
H 2.524 -2.134 -0.610
H 1.670 1.841 -0.205

The multiplicity is 1. The HOMO-LUMO gap is 9.14 eV. As for the SMILES: [H]/N=C(\Cl)NSC.

b.
Here is an isolated molecule of C2H5ClN2S from the OMol25 dataset. Energies are from wB97M-V/def2-TZVPD.

Positions of all 11 atoms, in Å:
C 0.413 1.638 0.531
C -0.362 -2.024 -0.827
N 1.414 1.609 -0.202
N -0.345 0.487 0.844
S -0.481 -1.490 0.876
Cl -0.401 3.071 1.183
H -0.184 -3.096 -0.750
H 0.486 -1.541 -1.300
H -1.291 -1.834 -1.355
H 1.856 2.473 -0.475
H -1.103 0.707 1.474

The multiplicity is 1. The HOMO-LUMO gap is 8.75 eV. As for the SMILES: [H]/N=C(\Cl)NSC.

Relative energy of each structure, in kcal/mol: a 4.7; b 0.0.

a.
Here is a structure of composition C4H29NO12 from the OMol25 dataset. Energies are from wB97M-V/def2-TZVPD.

Positions of all 46 atoms, in Å:
C -1.125 1.868 -0.284
O -1.560 1.247 -1.461
C -0.327 0.980 0.741
C 0.843 1.816 1.315
C 2.159 1.068 1.465
O 2.902 1.995 2.242
N -1.160 0.553 1.873
H -2.106 2.167 0.268
H -0.410 2.644 -0.607
H 0.190 0.159 0.204
H 0.550 2.052 2.327
H 0.886 2.868 0.972
H 2.184 0.128 2.058
H 2.599 0.845 0.442
H -1.628 1.260 2.374
H -1.949 0.012 1.494
H -3.911 -2.363 0.879
H -5.262 -1.684 0.703
O -4.782 -2.230 1.367
H 4.868 0.679 0.913
H 5.175 0.163 -0.684
O 5.439 0.737 0.069
H -4.165 1.857 -1.163
H -2.864 2.355 -1.913
O -3.801 2.587 -1.598
H -1.039 -3.501 0.202
H -1.884 -2.169 0.060
O -1.700 -2.965 0.691
H 3.389 2.501 1.600
H 4.876 -1.926 0.151
O 4.585 -2.523 1.004
H -1.971 0.109 -1.251
H -1.730 -1.347 -1.949
O -2.126 -1.087 -1.045
H 3.586 -2.497 0.836
H 3.967 -1.738 -1.871
O 3.966 -1.300 -1.024
H 2.490 -1.739 -0.738
H 1.065 -1.828 -0.136
O 1.545 -2.272 -0.877
H 0.762 -0.005 -2.654
H -0.456 1.055 -2.554
O 0.336 0.691 -3.155
H -3.861 -0.580 -1.139
H -4.064 -0.362 0.354
O -4.482 -0.279 -0.500

Its total charge is -2. The multiplicity is 1. The HOMO-LUMO gap is 8.17 eV.

b.
Here is a structure of composition C4H29NO12 from the OMol25 dataset. Energies are from wB97M-V/def2-TZVPD.

Positions of all 46 atoms, in Å:
C -1.101 -1.821 -0.179
O -0.099 -2.236 -1.021
C -0.473 -0.834 0.920
C -1.530 -0.323 1.879
C -2.595 0.415 1.033
O -3.861 0.193 1.671
N 0.544 -1.478 1.771
H -1.474 -2.912 0.230
H -1.935 -1.230 -0.755
H -0.192 0.178 0.322
H -1.167 0.354 2.654
H -1.818 -1.105 2.646
H -2.388 1.572 0.997
H -2.770 0.172 -0.028
H 0.617 -2.421 1.427
H 1.438 -1.193 1.376
H 4.072 -0.328 1.399
H 3.909 -1.211 0.215
O 4.601 -0.878 0.922
H -3.214 4.455 0.734
H -2.444 3.318 0.068
O -3.239 3.554 0.718
H 0.643 -3.440 -3.596
H -0.022 -3.540 -2.243
O 0.356 -4.154 -2.921
H 2.619 2.094 -0.080
H 2.918 0.880 0.932
O 3.325 1.314 0.198
H -4.314 0.972 1.490
H -0.894 3.447 2.390
O -0.065 3.959 2.176
H 1.054 -1.912 -0.695
H 1.555 -0.397 -0.881
O 2.007 -1.191 -0.523
H -0.107 3.826 1.082
H -0.923 3.844 -1.471
O -1.111 3.563 -0.619
H 0.106 2.637 -0.198
H 0.638 1.278 0.369
O 0.993 2.231 0.052
H -0.445 -1.411 -3.057
H -1.482 -0.304 -2.771
O -1.171 -0.834 -3.390
H 3.275 -2.414 -1.364
H 2.648 -3.543 -2.015
O 3.516 -3.146 -1.865

Its total charge is -2. The multiplicity is 1. The HOMO-LUMO gap is 8.42 eV.

Relative energy of each structure, in kcal/mol: a 0.0; b 49.2.

a.
Here is an isolated molecule of C2H5IO from the OMol25 dataset. Energies are from wB97M-V/def2-TZVPD.

Positions of all 9 atoms, in Å:
C 0.568 -0.325 -0.159
C -0.809 0.763 0.266
O 0.264 -1.631 0.161
I -2.710 -0.116 -0.036
H 1.482 -0.065 0.285
H 0.839 -0.258 -1.141
H -0.734 1.668 -0.291
H -0.831 1.063 1.298
H 1.045 -2.070 0.551

The multiplicity is 1. The HOMO-LUMO gap is 9.83 eV. As for the SMILES: OCCI.

b.
Here is a cluster of 2 separate species, C2H5IO in total from the OMol25 dataset. Energies are from wB97M-V/def2-TZVPD.

Positions of all 9 atoms, in Å:
C 0.135 -0.133 -1.357
C 0.758 0.010 -0.200
O -1.641 0.562 2.309
I 2.835 -0.638 -0.136
H -2.127 1.317 2.679
H 0.451 -0.685 -2.227
H -0.932 0.140 -1.234
H 0.308 0.022 0.764
H -1.463 -0.274 2.900

The multiplicity is 1. The HOMO-LUMO gap is 9.50 eV. As for the SMILES: C=CI.O.

Relative energy of each structure, in kcal/mol: a 0.0; b 2.4.

a.
Here is an isolated molecule of CHN3O3S from the OMol25 dataset. Energies are from wB97M-V/def2-TZVPD.

Positions of all 9 atoms, in Å:
C -1.448 -0.038 1.115
N -0.602 -0.833 1.534
N -2.083 0.633 0.334
N 1.583 -0.287 -1.427
O 1.222 -1.422 -1.384
O 2.186 0.425 -2.189
O 0.760 -0.524 1.251
S 0.938 0.647 0.180
H -2.554 1.400 0.586

The multiplicity is 1. The HOMO-LUMO gap is 9.54 eV.

b.
Here is a cluster of 3 separate species, CHN3O3S in total from the OMol25 dataset. Energies are from wB97M-V/def2-TZVPD.

Positions of all 9 atoms, in Å:
C 0.450 1.289 0.446
N -0.524 1.987 0.604
N -0.501 -1.961 1.633
N -1.580 -1.793 1.503
O 1.295 0.587 0.022
O 0.373 -0.110 -2.809
O 0.189 -1.703 -0.916
S 1.027 -0.910 -1.802
H -0.730 2.613 1.318

The multiplicity is 1. The HOMO-LUMO gap is 10.72 eV.

Relative energy of each structure, in kcal/mol: a 175.3; b 0.0.

a.
Here is a cluster of 2 separate species, C6H15NO3 in total from the OMol25 dataset. Energies are from wB97M-V/def2-TZVPD.

Positions of all 25 atoms, in Å:
C 1.521 -0.504 -0.160
C 1.076 -1.390 -1.160
C 2.592 0.490 -0.469
C 1.280 -0.818 1.278
O -0.094 1.118 -0.109
H 0.111 1.861 -0.694
H 3.557 0.041 -0.212
H 2.111 -1.436 1.636
H 1.685 -1.438 -2.059
H 0.734 -2.361 -0.812
H -0.035 -0.808 -1.575
H 2.614 0.746 -1.527
H 2.477 1.394 0.126
H 1.232 0.090 1.877
H 0.344 -1.360 1.395
C -2.339 0.334 1.583
N -1.840 -0.317 0.376
C -1.380 0.542 -0.682
O -2.205 1.681 -0.875
O -1.153 -0.093 -1.810
H -2.404 1.677 -1.819
H -2.529 -0.940 -0.027
H -1.548 0.958 2.000
H -3.216 0.967 1.403
H -2.592 -0.436 2.315

The multiplicity is 1. The HOMO-LUMO gap is 9.34 eV.

b.
Here is a cluster of 3 separate species, C6H15NO3 in total from the OMol25 dataset. Energies are from wB97M-V/def2-TZVPD.

Positions of all 25 atoms, in Å:
O 2.913 0.766 -0.634
C 1.821 0.414 -0.214
N 0.722 1.237 -0.330
C -0.581 0.732 -0.046
C -1.396 1.701 0.924
C -0.992 1.630 2.374
C -0.579 0.516 2.982
C -1.420 0.561 -1.350
H 1.831 -0.543 0.318
H 0.879 2.095 -0.841
H -0.574 -0.231 0.434
H -1.267 2.680 0.469
H -2.421 1.363 0.743
H -1.082 2.565 2.909
H -0.553 -0.455 2.519
H -0.280 0.519 4.022
H -2.367 0.092 -1.104
H -1.547 1.548 -1.799
H -0.875 -0.043 -2.069
H 1.934 -3.041 -0.796
H 1.388 -3.957 0.267
O 1.481 -3.005 0.065
H -1.551 -1.923 -2.225
H -1.218 -3.440 -2.334
O -1.609 -2.697 -2.807

The multiplicity is 1. The HOMO-LUMO gap is 9.70 eV. As for the SMILES: C=CC[C@@H](C)NC=O.O.O.

Relative energy of each structure, in kcal/mol: a 23.4; b 0.0.